No. 1
13
Properties=species:S:1:pos:R:3 method="wB97M-V/def2-TZVPD" orbital_gap_ev=9.288 e_above_lowest_kj_mol=390.8 homo_energy_ev=-8.65 charge=0
C -0.3381 0.8726 1.2813
H 1.2601 -0.9895 0.7090
H -0.2903 -1.7892 0.9086
C -0.0340 0.6610 -1.1286
N 0.2993 -1.2135 0.3467
N 0.2206 0.1724 -2.2512
H 0.3123 -1.5571 -1.4140
N -0.3437 0.0197 0.0962
H -1.0062 1.7138 1.1759
H -0.1999 1.7311 -1.0732
H -0.7298 0.2327 2.1065
H 0.6398 1.3379 1.5569
O 0.2100 -1.1919 -2.3141

No. 2
41
Properties=species:S:1:pos:R:3 method="wB97M-V/def2-TZVPD" orbital_gap_ev="7.258 / 4.507" s2=0.756 spin_multiplicity=2 homo_energy_ev="-8.43 / -8.43" charge=0
C -0.7250 -4.5670 -0.2057
C 0.2299 -4.7975 1.9694
C 0.6910 -3.5012 1.8561
H 1.2906 -3.0517 2.6322
H 3.4148 2.4415 2.3976
Pb 0.7222 -0.2334 1.3125
O 1.4361 1.2876 -0.1011
C -1.5485 1.3991 -3.0555
C 4.4192 2.1167 2.1165
H -0.6098 4.4074 -0.8139
C -0.8889 3.5734 -1.4391
H -1.2783 -4.9421 -1.0513
H -2.7624 4.4081 -2.0470
C -2.4164 2.4711 -2.9011
H 5.1060 2.9565 2.1807
C 3.9645 0.5590 0.3959
S 3.3504 -0.6126 1.5272
F -4.0613 0.5495 -0.5138
O 1.7853 3.4487 -0.4092
H -0.9207 -6.3303 1.0012
F -3.2707 -1.5237 0.6254
C -0.2232 -3.2709 -0.2231
N 0.4559 -2.7422 0.7872
O 4.4447 1.7024 0.7603
C -0.0456 2.4722 -1.5298
Br -0.4362 -2.1958 -1.7382
H -1.8105 0.5527 -3.6708
F -2.0206 -0.2201 2.2876
H 0.4383 -5.3745 2.8563
H 0.3580 0.6024 -2.5010
C -0.5131 -5.3334 0.9258
H 4.7527 1.3062 2.7664
S 4.0336 0.0725 -1.1774
Br -4.0731 2.4683 -3.8143
C -2.0855 3.5729 -2.1248
F -1.6320 0.1490 -0.1186
F -2.7543 1.8830 1.1848
C -0.3435 1.4143 -2.3804
As -3.1363 0.2073 0.9042
F -4.4933 0.2389 1.9486
C 1.1548 2.4347 -0.6213

No. 3
10
Properties=species:S:1:pos:R:3 method="wB97M-V/def2-TZVPD" orbital_gap_ev="8.401 / 6.495" e_above_lowest_kj_mol=147.3 s2=3.754 spin_multiplicity=4 homo_energy_ev="-8.71 / -9.81" charge=0
H -2.2459 -2.2004 -0.0770
O 0.2719 0.2515 -0.6197
O 1.0876 2.2072 -0.2715
C -1.0908 -2.2078 0.1675
C 0.7161 1.0384 0.3245
O 0.7835 0.8522 1.5126
C -1.4406 -3.1891 0.8555
H 1.4361 2.9023 0.3516
H -0.4463 -1.0416 -0.1663
Pt 0.9285 1.3874 -2.0774

No. 4
23
Properties=species:S:1:pos:R:3 method="wB97M-V/def2-TZVPD" orbital_gap_ev=10.142 e_above_lowest_kj_mol=209.0 homo_energy_ev=-13.12 smiles="C=C[C@@H]([NH2+]C)P(C)C" charge=+1
C 1.9660 1.6349 0.0730
H -1.5655 -1.1776 1.1707
H -1.1903 3.4681 0.1575
C -0.7873 2.4785 -0.3241
C 0.8310 -1.2232 1.0483
C -2.1117 -1.4760 -0.7901
H -1.4370 -2.3672 -0.9477
H 2.1105 -2.7723 1.5750
C -0.0638 -0.1091 0.0637
H -3.1411 -1.7994 -0.5673
H 2.4619 2.2562 0.7656
N -1.5119 -0.5654 0.3212
H -2.0200 -0.8068 -1.6495
H 0.2247 -0.3150 -0.9956
H 1.6710 -2.6888 -0.1590
H -1.5593 2.0019 -0.9304
H -0.3711 2.8682 -1.2011
H -1.9475 0.3510 0.3013
P 0.2937 1.5070 0.8521
C 1.5352 -2.2537 0.7789
H 2.2135 0.6818 -0.1150
H 1.7354 2.1487 -0.8517
H 0.8780 -0.9998 2.0355

No. 5
72
Properties=species:S:1:pos:R:3 method="wB97M-V/def2-TZVPD" orbital_gap_ev="6.218 / 6.603" e_above_lowest_kj_mol=0.0 s2=1.118 spin_multiplicity=2 homo_energy_ev="-11.81 / -11.73" charge=+1
C 2.3204 -1.9035 1.8154
O -1.5632 -0.9384 5.3595
H 3.2087 -4.3615 0.7903
H -2.6223 0.9375 -3.1958
H -2.0270 3.6294 0.1387
H -2.2554 1.2511 -0.6540
F 0.6722 3.1486 2.6223
H 1.9056 0.0504 3.5488
S -1.6311 1.9534 2.7702
H 3.9723 -1.2223 2.9791
H 1.3227 4.4606 -3.2985
C -0.6430 2.1712 -1.7408
H -0.9916 4.1184 -2.5339
O -0.4637 -0.7985 3.1734
H 3.5819 0.7127 -2.5267
C -2.7035 -2.5552 -2.9617
C 3.5696 -2.1464 2.5767
H 2.2533 -1.3282 -2.8002
Re -0.1083 -0.5710 1.0252
H -1.5376 -2.1624 -4.7288
C 2.6756 -1.0557 -1.8293
F -2.1097 -1.0683 0.2952
C 2.8967 0.4529 -1.7190
C 1.0460 3.5428 -2.7921
C 3.5950 0.8566 -0.4054
C -0.2528 3.3450 -2.3645
H -2.7039 4.1605 -1.4050
C -2.1236 2.0566 -1.3720
S -1.6767 -0.5334 4.0073
F -3.7721 -2.0859 4.1984
C -2.9907 1.7721 -2.6093
H 4.4166 0.1720 -0.1617
H 1.7868 -4.9596 1.6578
C -2.8856 -2.2928 -1.6089
F 0.4786 1.8252 4.3370
C -0.1440 2.7269 3.5697
H 3.3729 -2.8444 3.3967
H -3.6590 3.1504 -0.3272
H 1.6889 -4.6892 -0.0762
C 1.6861 1.3726 -1.9151
H -3.3880 -3.2254 -3.4664
H -4.0194 1.5514 -2.3081
F -2.4440 -2.5694 2.5633
H -3.0120 2.6527 -3.2571
O -2.5363 3.0141 2.5290
C 0.3491 1.1792 -1.4927
C 2.1224 -4.3076 0.8454
O 2.2042 0.2754 2.6573
O -1.0999 1.2863 1.5495
C -3.0251 -1.5811 3.2523
H 4.3121 -2.6092 1.9245
F -3.7546 -0.8404 2.4311
C -1.6542 -1.9624 -3.6715
N 0.4881 -2.4750 0.5879
O -0.2409 -3.2068 -0.1100
H 3.6422 -1.5615 -1.7425
H 2.8855 0.8672 0.4194
C -1.9819 -1.4625 -1.0143
H 4.0020 1.8678 -0.4854
N -0.0976 -0.0792 -0.8866
C 1.9886 2.5598 -2.5741
C -2.6485 3.3280 -0.7018
F -0.5405 3.7290 4.3173
H -3.6999 -2.7238 -1.0364
C 1.6605 -2.9109 1.0661
C -0.7752 -1.1066 -3.0388
N -2.1791 0.9333 3.8260
H 2.0274 -1.4475 -1.0536
H 3.0041 2.7060 -2.9305
H 0.0418 -0.6387 -3.5750
N 1.7120 -0.7248 1.8121
C -0.9277 -0.8679 -1.6720

No. 6
49
Properties=species:S:1:pos:R:3 method="wB97M-V/def2-TZVPD" orbital_gap_ev=8.386 homo_energy_ev=-7.86 smiles="N[C@@H](C(=O)N1CCC(Nc2ccc3[nH]ncc3c2)CC1)c1ccc(Br)cc1" charge=0
C -3.2806 -1.7460 1.6324
C -2.5689 -0.6833 2.1878
C 2.4017 -0.6091 1.8441
C -0.0653 2.0077 -5.1478
H -1.1750 1.0596 3.3068
C 1.8677 -0.2138 -0.8059
N -0.9149 2.0977 -6.1636
H -0.2955 0.5604 -0.9251
H -3.9977 -1.5467 0.9319
H 1.8993 -1.0925 -1.4533
C -1.9896 -3.2512 2.8879
H -0.6992 0.9649 1.3489
H -0.3883 0.0380 5.8362
H -2.7362 0.3865 1.8621
H -1.6424 -4.2125 3.1308
C -0.8122 0.2180 3.8238
O 1.5777 -0.2676 4.3044
H 0.7616 3.9585 -4.5190
H 3.1743 -0.5100 2.6043
C 1.3401 2.4898 -3.2405
C 0.3904 0.8834 1.0809
C -1.3771 -2.2715 3.5765
N 2.1843 0.8934 -1.6804
C 2.8973 -0.1914 0.4118
N -1.1571 0.3230 5.2537
C 1.4662 1.2525 -2.8532
C 0.4328 0.0573 -0.1986
N -1.5537 0.9350 -6.5569
C -1.0559 0.1315 -5.7112
C -3.0338 -3.0852 2.0324
H 3.7285 -0.8500 0.0855
H 2.8786 1.5331 -1.3016
C 0.5952 2.9548 -4.3152
C -1.5963 -0.8873 3.2077
H -0.0187 -0.9095 0.1214
H -1.9953 -0.2107 5.3348
H -0.7677 -2.4914 4.4746
C -0.0169 0.7319 -4.7307
C 0.8870 0.3325 -3.6557
H 3.3119 0.8401 0.4793
Br -3.9332 -4.5877 1.6032
H -1.2371 -0.9435 -5.6935
H 1.7791 3.3225 -2.7393
H 2.2091 -1.7160 1.8517
H 0.9940 -0.7207 -3.4295
H 0.8544 1.8389 0.9684
H -1.1255 2.9687 -6.6827
C 0.6822 0.0358 3.4641
N 1.1209 0.1822 2.1564

No. 7
20
Properties=species:S:1:pos:R:3 method="wB97M-V/def2-TZVPD" orbital_gap_ev=6.647 e_above_lowest_kj_mol=222.8 homo_energy_ev=-16.02 charge=+2
C -0.9415 -1.5653 1.6776
N 1.0368 -2.1447 2.3973
S -1.9072 5.0368 -0.0566
H -0.6934 -3.2175 3.1247
H 1.3184 1.3520 -3.1622
S -2.4508 2.1184 -0.5874
C -1.4785 3.5335 -0.2025
H 2.1841 -0.7319 1.3043
S 0.3578 3.0759 -0.0176
H 1.8678 -0.2028 -2.5296
C -0.1466 0.2573 -2.1265
N 0.0275 -0.7455 1.0741
H 0.8191 -0.1635 -3.9785
H -1.9948 -1.4794 1.4628
Ta -0.4668 0.9618 -0.0530
C 1.2198 -1.1443 1.5583
C 1.0350 0.3072 -3.0193
O -1.2519 -0.1871 -2.2525
H 1.7772 -2.6291 2.8918
C -0.3120 -2.4319 2.4949

No. 8
61
Properties=species:S:1:pos:R:3 method="wB97M-V/def2-TZVPD" orbital_gap_ev=5.696 homo_energy_ev=-10.94 smiles="C#Cc1c([PH2]=S)c(O)c2c(C[C@@H](C)F)c(/C(Br)=C(/C)Br)[n+](OCCC)c([C@H](Br)CC)c2c1OC#N" charge=+1
H -1.6742 -2.7213 -2.6422
H -4.4724 3.9083 0.0597
H 3.6896 3.7605 2.1862
S 2.5506 -4.4208 4.7995
F -2.3022 -2.2232 0.7092
H -1.8995 4.0111 -1.9746
C 1.4603 3.5432 1.3613
C 2.3966 -2.9393 2.0245
H -3.0002 -5.2222 -1.1929
H 2.1706 -5.6721 2.3004
H -0.4767 -3.7720 -1.6611
C 5.3692 -1.5583 4.4896
C -2.7991 -4.6382 -0.1950
H -2.9080 -0.9068 -5.8342
C 2.6604 -0.0659 1.6635
C 2.7535 4.4231 1.9550
C 2.9645 1.4479 3.5648
C 3.1088 -1.5082 2.3830
H -3.3331 0.9853 -5.5305
H -1.8260 0.4663 -6.5384
H 1.3459 3.5948 -0.8781
N -0.0939 1.2877 -1.3370
O 3.3739 1.1110 2.1601
C -2.5924 2.5996 -0.3306
Br -3.9711 -0.0711 -2.4217
Br 0.4899 0.0985 -4.6177
H -3.8325 -4.6383 0.4024
O 0.5544 -4.2528 0.6692
H 0.9924 2.8258 2.1846
C -4.1199 3.1197 -0.7642
C 4.3246 -1.6154 3.5271
H -2.0295 -5.1761 0.5080
H -0.7637 3.9448 -0.4765
C -2.0176 0.0049 -2.8405
H -2.4630 2.9767 0.7948
H 2.3476 4.9027 2.9700
P 2.9421 -4.5896 2.9000
C -1.2143 -2.8364 -1.5743
C 1.0546 1.3591 -0.3049
C -0.4040 -1.4893 -1.0311
C 1.1863 -2.9246 0.9004
H 5.9864 -1.6355 5.4971
N 2.7746 1.4231 4.8667
C 0.7701 -1.5260 0.1429
C -0.7932 -0.0439 -1.6987
H -0.2108 -4.2810 1.3233
H -4.8340 2.1936 -0.7153
H 0.6160 4.3716 1.1902
O -0.5787 2.3411 -2.0170
H -4.0483 3.5751 -1.8400
C 1.4828 -0.0503 0.4819
C -1.3914 3.2441 -1.2120
C -2.4581 -3.0704 -0.5302
C -2.4902 0.1688 -5.5925
H 4.3587 -4.8826 2.6603
Br 3.7427 2.8474 -0.6063
H 2.9455 5.2922 1.1859
H -2.6493 1.4378 -0.2749
C -1.5191 0.0879 -4.2718
H -3.4274 -2.6284 -1.0690
C 1.7689 2.8165 -0.0726

Number 1: E -8702.226 eV. Number 2: E -266478.412 eV. Number 3: E -12538.672 eV. Number 4: E -17234.513 eV. Number 5: E -86400.140 eV. Number 6: E -100634.571 eV. Number 7: E -45402.692 eV. Number 8: E -267365.563 eV.